Entry 1:
Below is an isolated molecule of C4H8O, with properties calculated with wB97M-V/def2-TZVPD.

The geometry in XYZ format:
```
13
Properties=species:S:1:pos:R:3:forces:R:3
O -0.335135 0.269125 -0.493049 0.5 -0.1 -0.2
H -0.559676 0.804119 2.806099 0.0 0.0 -0.1
H -0.264453 -1.418719 -2.170442 0.1 0.1 0.0
H -1.213055 1.824198 0.511087 0.1 -0.1 0.0
H 0.559493 1.655499 0.731431 -0.1 -0.1 0.0
C -0.391324 1.119984 0.671286 -0.1 0.2 0.3
C 0.874100 0.003160 -0.918155 -0.5 -0.3 -0.2
H 1.403669 -1.873263 -1.678245 -0.1 0.1 -0.1
H 1.190473 -0.661264 -2.916430 0.0 0.0 0.1
C 0.751832 -1.046259 -1.988413 0.1 0.0 0.0
C -0.622346 0.230967 1.876492 0.0 0.0 0.0
H 0.147021 -0.547822 1.896654 -0.1 0.1 0.1
H -1.602649 -0.252761 1.825834 0.1 0.1 0.0
```
Positions in Å, forces in eV/Å.

Summary:
orbital gap: 9.5 eV
F_max: 0.6 eV Å⁻¹
energy relative to the best compared isomer or geometry (same formula, charge and spin): 60.70 kcal/mol

***

Entry 2:
Below is a cluster of 2 separate species, C4H8O in total at a distorted geometry, with properties calculated with wB97M-V/def2-TZVPD.

The geometry in XYZ format:
```
13
Properties=species:S:1:pos:R:3:forces:R:3
H -5.623016 2.995961 1.173301 -0.2 0.0 0.1
H -3.929235 2.476580 1.508011 0.0 -0.1 0.4
H 5.496691 -3.011328 -1.434443 -0.7 0.0 0.2
H 3.064243 -3.092356 -2.003995 -0.1 0.0 0.0
H 4.027562 -0.658110 -2.942354 0.5 0.3 0.7
C -4.946924 2.535625 1.883190 0.3 0.1 -0.6
C -5.379844 2.081251 3.044316 -0.4 0.2 -0.2
O 2.957050 -2.230041 -2.421149 0.6 0.1 0.1
H -4.760368 1.596326 3.779723 0.1 0.0 0.1
C 4.153551 -1.542754 -2.323582 -1.3 -1.1 -0.8
H 6.116807 -1.345809 -1.748404 0.0 0.0 -0.2
H -6.436593 2.204647 3.259310 0.1 -0.1 0.3
C 5.260081 -2.009987 -1.773919 1.1 0.7 -0.2
```
Positions in Å, forces in eV/Å.

Summary:
orbital gap: 10.3 eV
F_max: 1.8 eV Å⁻¹
SMILES string: C=CO.C=C
energy relative to the best compared isomer or geometry (same formula, charge and spin): 47.07 kcal/mol

***

Entry 3:
Below is an isolated molecule of C4H8O, with properties calculated with wB97M-V/def2-TZVPD.

The geometry in XYZ format:
```
13
Properties=species:S:1:pos:R:3:forces:R:3
H -1.613507 -0.978165 0.447320 0.2 0.1 -0.2
C -0.189009 0.608337 -0.215899 -0.1 0.2 0.0
H -2.237117 0.018099 -0.886697 0.3 -0.1 0.0
H 1.364022 1.091325 1.307240 0.2 -0.3 0.1
H -0.265051 1.631257 -0.573606 0.2 0.1 0.4
C 0.816653 0.265922 0.864308 0.1 0.0 0.2
C -1.591331 0.023143 -0.002036 0.1 0.0 -0.1
C 1.135819 -0.058013 -0.562771 -0.1 0.3 0.0
H 2.001410 0.532267 -0.882513 -0.8 0.2 -0.5
H 0.564546 -0.539124 1.553385 -0.2 0.2 -0.1
H 0.884768 -1.973959 -0.592437 -0.1 -0.3 0.1
O 1.218097 -1.300403 -1.185626 0.1 -0.4 0.4
H -2.089294 0.679312 0.729336 0.2 -0.2 -0.2
```
Positions in Å, forces in eV/Å.

Summary:
orbital gap: 10.3 eV
F_max: 1.0 eV Å⁻¹
SMILES string: C[C@H]1C[C@H]1O
energy relative to the best compared isomer or geometry (same formula, charge and spin): 34.93 kcal/mol

***

Entry 4:
Below is an isolated molecule of C4H8O at a distorted geometry, with properties calculated with wB97M-V/def2-TZVPD.

The geometry in XYZ format:
```
13
Properties=species:S:1:pos:R:3:forces:R:3
H -0.086635 1.139560 -0.964280 0.0 -0.1 0.2
H 0.161058 -1.309404 -0.616157 -0.4 0.3 0.3
C -1.874227 -1.154913 -1.295921 -0.4 -0.5 -0.4
H 1.795880 1.990581 0.488507 0.1 -0.1 0.0
C 0.087003 0.758784 0.050591 -0.1 0.1 0.1
H -2.528926 -2.052448 -1.247112 -1.0 0.2 -0.3
C 1.542671 0.928206 0.464546 0.1 0.1 0.1
C -0.367167 -0.666422 0.113712 0.3 0.3 0.6
H 2.235072 0.432431 -0.225881 -0.2 0.1 0.1
H 1.715480 0.519984 1.467173 0.0 0.1 -0.1
H -0.275121 -1.152787 1.079445 0.5 0.2 0.3
H -0.574448 1.308758 0.723979 0.1 0.2 0.0
O -1.830639 -0.742332 -0.038602 0.9 -0.8 -0.7
```
Positions in Å, forces in eV/Å.

Summary:
orbital gap: 8.7 eV
F_max: 1.4 eV Å⁻¹
energy relative to the best compared isomer or geometry (same formula, charge and spin): 96.04 kcal/mol

***

Entry 5:
Below is an isolated molecule of C4H8O at a distorted geometry, with properties calculated with wB97M-V/def2-TZVPD.

The geometry in XYZ format:
```
13
Properties=species:S:1:pos:R:3:forces:R:3
H 1.100142 0.376087 -1.901656 0.3 0.3 -0.4
H -1.706582 -0.366060 0.817918 -0.6 1.2 -0.6
H 1.182020 0.072266 0.660639 -0.4 0.3 -1.4
C 0.046836 -0.973152 -1.082015 1.4 1.2 0.1
H 0.389190 -1.902289 -0.767617 0.2 -2.2 0.4
H -1.424826 1.492249 2.694835 -0.5 0.5 -0.1
H 0.008268 2.147889 1.673419 -1.1 -1.2 1.0
H -0.932137 -1.075766 -1.596023 0.4 0.5 0.8
C 0.199523 -0.080583 0.152404 -1.3 -0.2 -0.1
C -0.587820 1.248700 2.070716 1.9 -1.1 -0.9
H 0.085714 0.613811 2.742219 -0.6 1.1 -0.7
O 1.071809 -0.575586 -2.017733 -0.6 0.2 0.0
C -0.871249 0.346119 0.828581 1.1 -0.5 2.0
```
Positions in Å, forces in eV/Å.

Summary:
orbital gap: 10.4 eV
F_max: 2.4 eV Å⁻¹
SMILES string: C/C=C/CO
energy relative to the best compared isomer or geometry (same formula, charge and spin): 47.62 kcal/mol

***

Entry 6:
Below is a structure of composition C4H8O, with properties calculated with wB97M-V/def2-TZVPD.

The geometry in XYZ format:
```
13
Properties=species:S:1:pos:R:3:forces:R:3
H 1.414340 -0.445675 1.346223 -0.1 0.1 -0.1
C -1.380405 0.776685 -0.263070 -0.1 0.2 -0.1
H 1.062983 -0.273328 -1.091511 0.3 0.0 0.0
H -1.611387 1.534677 0.485522 0.0 -0.1 -0.1
C 1.060349 0.266098 0.598360 -0.2 0.0 0.1
H -1.789913 0.997515 -1.248128 0.1 -0.1 0.2
H -1.786797 -1.428283 -0.463084 0.1 0.2 0.1
O 2.167784 -0.156776 -0.776515 0.1 -0.3 -0.2
C -1.378318 -0.670679 0.205944 -0.1 -0.2 0.1
H 1.429394 1.280431 0.737115 -0.1 -0.1 0.0
C -0.111774 0.015194 -0.154864 0.0 0.1 0.3
H -1.607262 -0.846806 1.257138 0.0 0.1 -0.2
H 2.531004 -1.049056 -0.633132 0.0 0.2 -0.1
```
Positions in Å, forces in eV/Å.

Summary:
orbital gap: 9.0 eV
F_max: 0.4 eV Å⁻¹
energy relative to the best compared isomer or geometry (same formula, charge and spin): 103.11 kcal/mol

***

Entry 7:
Below is a structure of composition C4H8O at a distorted geometry, with properties calculated with wB97M-V/def2-TZVPD.

The geometry in XYZ format:
```
13
Properties=species:S:1:pos:R:3:forces:R:3
C 0.447665 -0.187978 0.932040 -1.1 -3.3 -0.8
C 0.593212 1.281829 1.253694 1.2 -2.4 0.0
O -1.882463 -0.588507 -0.171344 -1.8 -3.1 2.2
H 0.358719 2.020987 0.514353 -0.2 0.0 -0.6
C -0.546061 -0.461276 -0.213488 1.9 1.0 -1.1
H 0.538546 -1.046991 1.827259 -0.5 2.8 -1.8
H -0.381895 0.797814 1.562744 -0.6 2.0 2.0
H 1.445567 1.511642 1.899880 -0.8 0.0 0.4
H -0.864378 -1.208731 -2.230920 0.7 1.2 0.2
H 0.690582 -1.686055 -1.538088 -0.8 0.2 0.2
C -0.024404 -0.823183 -1.606610 1.5 -2.2 0.8
H -1.068392 0.493590 -0.277738 0.7 2.8 -0.6
H 0.693302 -0.103141 -1.951781 -0.3 0.9 -0.9
```
Positions in Å, forces in eV/Å.

Summary:
orbital gap: 6.0 eV
F_max: 4.2 eV Å⁻¹
energy relative to the best compared isomer or geometry (same formula, charge and spin): 193.66 kcal/mol

***

Entry 8:
Below is an isolated molecule of C4H8O at a distorted geometry, with properties calculated with wB97M-V/def2-TZVPD.

The geometry in XYZ format:
```
13
Properties=species:S:1:pos:R:3:forces:R:3
C 0.572023 -0.514088 -0.001019 0.8 -0.2 0.0
C -0.522028 0.205517 0.222471 0.5 1.6 0.7
H -0.475352 1.433359 -1.361294 0.3 -0.5 0.3
H 0.714559 -0.847647 -2.119975 0.1 -0.4 0.0
C -1.310305 0.145065 1.496078 0.3 -0.8 0.2
H 1.110222 -0.863304 0.871435 -0.6 -0.9 0.0
H -2.064288 -0.642577 1.428325 0.3 -0.3 0.2
H -1.894005 1.000701 1.817516 0.5 0.6 -0.4
O -0.857157 1.319314 -0.480344 -1.4 0.2 -1.2
H -0.528834 -0.078597 2.229416 -0.7 -0.3 0.4
C 1.343154 -0.531146 -1.285415 -0.2 1.3 -0.4
H 2.255236 -1.115959 -1.241801 -0.1 -0.2 0.0
H 1.656780 0.489361 -1.575391 0.1 -0.1 0.1
```
Positions in Å, forces in eV/Å.

Summary:
orbital gap: 9.1 eV
F_max: 1.8 eV Å⁻¹
SMILES string: C/C=C(/C)O
energy relative to the best compared isomer or geometry (same formula, charge and spin): 27.41 kcal/mol

***

Entry 9:
Below is a cluster of 2 separate species, C4H8O in total, with properties calculated with wB97M-V/def2-TZVPD.

The geometry in XYZ format:
```
13
Properties=species:S:1:pos:R:3:forces:R:3
H -2.071330 0.635011 0.504493 0.1 0.1 -0.1
O -0.125770 1.367412 0.347029 0.2 -0.1 0.1
H 1.260525 -0.695868 -2.504038 0.0 0.0 0.0
H 1.105823 -0.152084 -2.020400 0.0 -0.1 0.0
C 0.452871 0.204922 0.636709 0.3 -0.2 0.1
H 0.195241 -1.875656 -0.169107 0.0 0.1 0.1
C 1.502596 -0.439651 1.022408 0.0 0.3 0.0
H -1.855017 2.280621 -0.159293 0.0 -0.2 0.0
H -1.465034 0.855361 -1.163794 0.0 0.1 0.2
C 0.249936 -1.262670 0.738933 -0.3 -0.2 -0.1
H 2.529354 -0.495542 1.341212 -0.2 0.0 -0.1
C -1.457800 1.264749 -0.147466 -0.3 0.0 -0.1
H -0.321395 -1.686605 1.573314 0.1 0.1 -0.1
```
Positions in Å, forces in eV/Å.

Summary:
orbital gap: 9.7 eV
F_max: 0.4 eV Å⁻¹
SMILES string: COC1=CC1.[H][H]
energy relative to the best compared isomer or geometry (same formula, charge and spin): 94.15 kcal/mol

***

Entry 10:
Below is a structure of composition C4H8O, with properties calculated with wB97M-V/def2-TZVPD.

The geometry in XYZ format:
```
13
Properties=species:S:1:pos:R:3:forces:R:3
H 0.356496 0.811133 -1.375401 0.0 -0.1 0.2
H 1.783952 -0.164497 1.053077 0.2 -0.1 -0.1
O -0.140672 1.166005 0.630794 0.0 0.2 0.0
H -1.435815 -0.888407 -1.166113 0.2 0.0 0.1
H 1.847182 -1.308235 -0.301210 -0.1 0.2 -0.1
H 2.529761 0.325825 -0.481624 -0.1 -0.1 0.1
H -2.106041 1.204361 -0.054280 -0.1 -0.1 0.1
H -1.892717 0.372985 1.518249 0.1 0.1 -0.1
C 1.717630 -0.254228 -0.033827 0.0 0.0 0.0
C 0.350892 0.286021 -0.407132 0.2 -0.1 -0.2
H -0.683778 -1.506141 0.337975 -0.1 0.2 0.0
C -1.438611 0.568389 0.540672 -0.4 0.0 0.0
C -0.888284 -0.613205 -0.261182 0.0 -0.1 0.0
```
Positions in Å, forces in eV/Å.

Summary:
orbital gap: 10.8 eV
F_max: 0.4 eV Å⁻¹
energy relative to the best compared isomer or geometry (same formula, charge and spin): 26.61 kcal/mol

***

Entry 11:
Below is an isolated molecule of C4H8O, with properties calculated with wB97M-V/def2-TZVPD.

The geometry in XYZ format:
```
13
Properties=species:S:1:pos:R:3:forces:R:3
H 1.484817 -1.458527 -0.679461 -0.1 0.0 0.0
H -0.074988 0.406315 -1.453239 0.0 0.0 0.1
H -0.202923 -1.967146 -0.880485 0.0 0.1 0.1
H -1.895175 1.175785 -0.211315 0.1 -0.1 0.1
C -1.291768 0.444071 0.334030 -0.1 0.0 0.0
C 0.468137 -1.328055 -0.297444 0.0 -0.1 0.0
H 0.891746 2.140618 0.027940 0.0 -0.1 0.0
O 2.038049 0.694130 0.833385 -0.4 0.2 -0.3
H -1.888367 -0.464594 0.454718 0.1 0.1 -0.1
H -1.113823 0.846201 1.338478 0.0 -0.1 -0.1
H 0.463334 -1.677059 0.739247 0.0 0.1 -0.1
C 0.037959 0.131920 -0.394577 0.1 0.0 0.0
C 1.083006 1.056340 0.188722 0.2 -0.1 0.2
```
Positions in Å, forces in eV/Å.

Summary:
orbital gap: 10.8 eV
F_max: 0.5 eV Å⁻¹
SMILES string: CC(C)C=O
energy relative to the best compared isomer or geometry (same formula, charge and spin): 7.52 kcal/mol

***

Entry 12:
Below is a structure of composition C4H8O, with properties calculated with wB97M-V/def2-TZVPD.

The geometry in XYZ format:
```
13
Properties=species:S:1:pos:R:3:forces:R:3
H 1.822212 -1.278595 0.713453 -0.1 -0.3 0.1
C 0.719527 -0.133001 -0.457835 -0.2 0.0 0.0
C 1.688486 0.654951 0.339572 -0.1 0.2 -0.3
H -0.407906 -0.824483 1.210640 0.0 0.0 -0.1
H 0.656879 -0.016162 -1.545040 0.0 0.0 0.2
H 2.378336 1.134677 -0.372794 -0.1 -0.1 0.1
O 1.848375 -1.040585 -0.224077 0.1 0.0 0.0
C -0.591820 -0.555081 0.162121 0.1 0.0 0.0
H -0.995390 -1.436984 -0.351731 0.1 0.1 0.0
H -2.540809 0.329968 0.562269 0.2 0.0 -0.1
H -1.785216 0.909497 -0.928820 0.0 -0.1 0.1
H -1.186909 1.472628 0.643960 -0.1 -0.1 -0.1
C -1.585559 0.605810 0.105623 0.0 0.1 0.0
```
Positions in Å, forces in eV/Å.

Summary:
orbital gap: 9.4 eV
F_max: 0.3 eV Å⁻¹
energy relative to the best compared isomer or geometry (same formula, charge and spin): 93.27 kcal/mol